Entry a
C4H5ClN3O2 | ωB97M-V with the def2-TZVPD basis set

Each line ends with the natural charge from an NBO analysis.
CARTESIAN COORDINATES (ANGSTROEM)
1 C 1.0367 -2.2720 0.0327  0.359
2 C -0.6875 -3.1079 -1.1771  0.599
3 C -0.5064 -0.4298 -0.6156  0.326
4 C -0.7390 1.0083 -0.2758  -0.665
5 N 0.3770 -3.3085 -0.4350  -0.460
6 N 0.6061 -1.0163 -0.1355  -0.526
7 N -1.2809 -0.8926 -1.5292  0.354
8 O -2.3947 -0.7352 -1.9176  -0.233
9 O -0.7250 -2.2564 -2.1244  -0.430
10 Cl -2.0777 -4.0581 -0.7872  0.158
11 H 1.9094 -2.5325 0.6524  0.262
12 H -0.0260 1.5890 -0.8369  0.264
13 H -0.8498 1.2493 0.7614  0.266
14 H -1.6296 1.1454 -0.8520  0.270
15 H 0.9961 -0.2178 0.4287  0.458

Summary:
HOMO energy (alpha / beta) = -14.2868 / -14.2856 eV
Charge = +1
SMILES = CC1=[N+]([O-])OC(Cl)=NC=[NH+]1
Frontier orbital gap (alpha / beta) = 8.22 / 8.22 eV

Entry b
C4H5ClN3O2 | ωB97M-V with the def2-TZVPD basis set

Each line ends with the natural charge from an NBO analysis.
CARTESIAN COORDINATES (ANGSTROEM)
1 O -0.1308 -2.2835 0.5423  -0.526
2 C -1.1529 -1.6501 0.5421  0.795
3 O -2.3346 -2.1806 0.9177  -0.636
4 C -1.2405 -0.2005 0.0902  -0.598
5 C 0.0589 0.2834 -0.3712  0.396
6 N 0.5576 0.1317 -1.5288  -0.170
7 N 1.7529 0.7413 -1.4863  -0.276
8 C 2.0005 1.2703 -0.3251  0.267
9 N 0.9424 1.0027 0.4147  -0.338
10 Cl 0.7272 1.4351 2.0191  0.312
11 H -2.9049 -1.4682 1.2273  0.488
12 H -1.5666 0.4105 0.9272  0.260
13 H -1.9912 -0.0888 -0.6781  0.292
14 H 2.4103 0.7814 -2.2511  0.459
15 H 2.8717 1.8153 -0.0400  0.273

Summary:
HOMO energy = -14.5625 eV
Charge = +1
SMILES = O=C(O)Cc1n[nH]c[n+]1Cl
Frontier orbital gap = 10.43 eV

Result of the stability comparison: entry a is the least stable of them.

Entry a
C3H4ClN | ωB97M-V with the def2-TZVPD basis set

Each line ends with the natural charge from an NBO analysis.
CARTESIAN COORDINATES (ANGSTROEM)
1 C -1.0509 -1.7836 0.5598  -0.060
2 C -0.0173 1.0318 -0.6776  -0.670
3 C 0.8201 0.0662 0.1758  0.058
4 N -1.8060 -2.4661 1.1232  -0.535
5 Cl 1.6289 0.3897 1.5923  0.205
6 H -0.1660 0.5578 -1.5637  0.243
7 H 0.4729 1.9524 -0.6413  0.236
8 H -0.9000 1.0977 -0.1636  0.271
9 H 1.0184 -0.8460 -0.4050  0.253

Summary:
HOMO energy (alpha / beta) = -9.7885 / -9.7865 eV
Charge = 0
Frontier orbital gap (alpha / beta) = 7.52 / 7.52 eV

Entry b
C3H4ClN | ωB97M-V with the def2-TZVPD basis set

Each line ends with the natural charge from an NBO analysis.
CARTESIAN COORDINATES (ANGSTROEM)
1 C -1.7838 0.6420 0.3293  -0.203
2 C -0.7382 0.0188 0.2785  -0.026
3 C 0.5616 -0.5539 0.2578  -0.299
4 N 1.5005 0.6711 -0.0304  -0.610
5 Cl 3.1416 0.1400 -0.0570  0.052
6 H -2.7256 1.0909 0.1579  0.238
7 H 0.8031 -1.1822 -0.6186  0.223
8 H 0.7798 -1.0530 1.1448  0.237
9 H 1.4954 1.2359 -0.8628  0.389

Summary:
HOMO energy = -9.2416 eV
Charge = 0
SMILES = C#CCNCl
Frontier orbital gap = 10.14 eV

Result of the stability comparison: entry a is the least stable of them.